[1]
The following is a DFT calculation (the ωB97M-V functional and the def2-TZVPD basis) of C42H33AsF5GaN5SSe as an isolated structure.

Geometry (Å):
Ga 1.35 0.77 0.86
Se 5.27 -1.64 7.13
N 4.07 -2.41 6.08
C 3.80 -1.55 5.14
C 2.82 -1.79 4.07
C 2.10 -2.98 3.95
C 1.20 -3.10 2.92
C 1.01 -2.03 2.06
N 1.68 -0.88 2.18
C 2.60 -0.79 3.15
C 3.42 0.42 3.13
N 3.22 1.23 2.08
C 3.93 2.35 2.00
C 4.85 2.72 2.97
C 5.05 1.89 4.05
C 4.33 0.70 4.13
C 4.52 -0.29 5.19
N 5.35 -0.14 6.18
H 2.26 -3.77 4.67
H 0.63 -4.01 2.76
H 0.30 -2.10 1.26
H 3.76 2.97 1.13
H 5.40 3.64 2.86
H 5.76 2.14 4.84
F 0.99 6.55 -3.32
C 0.97 5.72 -2.29
C 0.32 4.50 -2.39
F -0.29 4.16 -3.52
C 0.32 3.64 -1.31
F -0.32 2.48 -1.45
C 0.95 3.94 -0.12
S 0.96 2.95 1.35
C 1.60 5.17 -0.05
F 2.25 5.52 1.06
C 1.61 6.05 -1.11
F 2.24 7.22 -1.01
C -2.72 -6.41 0.79
C -2.33 -4.98 0.54
C -1.20 -4.66 -0.21
C -0.83 -3.34 -0.48
C 0.40 -3.14 -1.33
C -1.61 -2.30 0.04
As -1.17 -0.39 0.10
N 0.61 -0.22 -0.53
C 1.17 0.00 -1.82
C 0.43 0.05 -2.99
C 1.06 0.24 -4.22
C 2.44 0.39 -4.30
C 3.18 0.37 -3.13
C 2.55 0.18 -1.91
C -2.48 0.44 -1.10
C -2.90 1.73 -0.74
C -2.61 2.36 0.60
C -3.72 2.45 -1.61
C -4.17 1.91 -2.80
C -5.05 2.70 -3.74
C -3.82 0.60 -3.09
C -2.99 -0.15 -2.27
C -2.74 -1.58 -2.70
C -2.75 -2.60 0.81
C -3.67 -1.52 1.35
C -3.10 -3.93 1.03
H -1.89 -7.09 0.61
H -3.54 -6.70 0.14
H -3.06 -6.55 1.82
H -0.60 -5.46 -0.62
H 0.65 -4.06 -1.85
H 1.27 -2.84 -0.74
H 0.26 -2.36 -2.08
H -0.65 -0.02 -2.96
H 0.46 0.29 -5.12
H 2.92 0.53 -5.26
H 4.26 0.49 -3.16
H 3.14 0.17 -0.99
H -1.58 2.26 0.92
H -3.24 1.91 1.37
H -2.84 3.43 0.58
H -4.02 3.46 -1.33
H -4.97 3.77 -3.54
H -6.09 2.42 -3.61
H -4.78 2.52 -4.78
H -4.20 0.14 -4.00
H -3.13 -1.74 -3.70
H -3.23 -2.28 -2.02
H -1.68 -1.84 -2.71
H -4.17 -0.99 0.54
H -3.12 -0.78 1.94
H -4.43 -1.96 2.00
H -3.99 -4.15 1.61

Calculated values
LUMO energy	-3.826	eV
HOMO level	-0.3777	Eh
relative energy (zero: lowest compared OMol25 entry of this formula, charge and spin)	38.0	kcal/mol
electronic energy	-254519.41407	eV
charge	+1
gap between HOMO and LUMO	6.453	eV

***

[2]
The following is a DFT calculation (the ωB97M-V functional and the def2-TZVPD basis) of C42H33BCl5N11S2Ti as an isolated structure.

Geometry (Å):
Ti 0.27 -0.09 -0.56
C 0.18 3.87 3.37
C 0.33 2.57 3.91
N -0.43 1.69 3.28
N -1.07 2.39 2.31
C -0.73 3.70 2.35
B -2.19 1.77 1.49
N -2.21 0.24 1.66
C -3.09 -0.46 2.40
C -2.68 -1.77 2.43
C -1.50 -1.78 1.68
N -1.21 -0.56 1.24
N -2.04 2.15 -0.03
C -2.73 3.09 -0.69
C -2.29 3.12 -2.00
C -1.30 2.16 -2.05
N -1.14 1.57 -0.86
N -3.54 2.31 1.98
C -3.80 2.84 3.20
C -5.16 2.93 3.34
C -5.67 2.41 2.13
N -4.69 2.02 1.32
H 0.68 4.77 3.66
H 0.96 2.25 4.72
H -1.14 4.40 1.64
H -3.94 0.02 2.85
H -3.15 -2.60 2.93
H -0.85 -2.61 1.44
H -3.50 3.65 -0.19
H -2.64 3.76 -2.79
H -0.68 1.83 -2.88
H -3.00 3.11 3.87
H -5.71 3.32 4.17
H -6.69 2.29 1.82
S -6.60 -1.74 -2.85
C -7.69 -0.52 -2.38
C -7.10 0.41 -1.58
C -5.73 0.13 -1.34
C -5.31 -1.01 -1.97
C -3.97 -1.61 -1.93
C -2.87 -0.84 -1.50
N -1.64 -1.29 -1.41
C -1.42 -2.59 -1.71
C -2.43 -3.43 -2.19
C -2.10 -4.79 -2.52
C -0.85 -5.26 -2.37
C 0.20 -4.43 -1.86
C 1.52 -4.86 -1.67
C 2.47 -4.00 -1.18
C 2.06 -2.69 -0.88
N 0.83 -2.27 -1.00
C -0.10 -3.10 -1.51
C 3.87 -4.37 -0.96
C 4.71 -3.88 -0.01
C 6.01 -4.46 -0.07
C 6.13 -5.37 -1.07
S 4.67 -5.54 -1.95
C -3.72 -2.91 -2.30
H -8.72 -0.55 -2.72
H -7.62 1.26 -1.16
H -5.12 0.73 -0.67
H -3.03 0.20 -1.25
H -2.89 -5.43 -2.90
H -0.61 -6.29 -2.63
H 1.78 -5.89 -1.90
H 2.78 -1.95 -0.54
H 4.41 -3.16 0.74
H 6.81 -4.21 0.61
H 6.99 -5.95 -1.34
H -4.52 -3.55 -2.65
C 2.29 -0.44 -3.91
C 2.30 0.62 -2.81
C 2.02 2.00 -3.42
C 3.67 0.65 -2.12
N 1.29 0.27 -1.83
H 3.05 -0.23 -4.67
H 1.31 -0.47 -4.40
H 2.49 -1.43 -3.49
H 2.82 2.25 -4.12
H 1.98 2.76 -2.65
H 1.08 2.00 -3.98
H 4.44 0.94 -2.83
H 3.92 -0.34 -1.73
H 3.66 1.35 -1.29
Cl 1.79 -2.31 2.15
C 2.36 -0.67 2.02
C 1.80 0.21 1.10
C 2.27 1.52 1.21
Cl 1.54 2.72 0.19
C 3.25 1.94 2.11
Cl 3.75 3.59 2.16
C 3.82 1.01 2.96
Cl 5.05 1.48 4.07
C 3.37 -0.30 2.92
Cl 4.06 -1.47 3.99

Calculated values
LUMO energy	-0.942	eV
HOMO level	-0.3050	Eh
relative energy (zero: lowest compared OMol25 entry of this formula, charge and spin)	0.0	kcal/mol
electronic energy	-168561.24197	eV
charge	0
gap between HOMO and LUMO	7.357	eV